(1)
{
  "formula": "H16O8",
  "method": "ωB97M-V/def2-TZVPD",
  "elements": ["O", "H", "H", "O", "H", "H", "O", "H", "H", "O", "H", "H", "O", "H", "H", "O", "H", "H", "O", "H", "H", "O", "H", "H"],
  "xyz": [[-1.58, -1.55, 1.13], [-2.22, -0.89, 1.39], [-0.89, -1.06, 0.69], [-0.41, -0.38, -0.07], [0.36, -0.30, 0.50], [-0.64, 0.53, -0.29], [0.34, -0.53, 2.38], [-0.01, 0.31, 2.69], [1.00, -0.76, 3.03], [-0.87, -1.51, -2.15], [0.09, -1.42, -2.12], [-1.17, -1.19, -1.30], [-0.07, 1.87, -0.87], [0.22, 2.41, -0.14], [0.74, 1.60, -1.31], [1.71, 0.05, 0.77], [1.38, -0.24, 1.62], [2.26, 0.80, 0.97], [1.63, -1.31, -0.71], [1.56, -0.74, 0.06], [0.99, -2.00, -0.55], [-1.82, 2.08, -1.74], [-0.97, 1.91, -1.34], [-1.63, 2.33, -2.64]],
  "nbo_charge": [-1.009, 0.431, 0.428, -0.904, 0.469, 0.495, -0.857, 0.496, 0.491, -0.972, 0.469, 0.481, -0.812, 0.503, 0.523, -0.898, 0.471, 0.503, -0.994, 0.406, 0.452, -1.019, 0.406, 0.442],
  "fmax_ev_per_a": 13.30,
  "homo_ev": -9.2177,
  "spin_multiplicity": 1,
  "lumo_ev": -1.2,
  "relative_energy_ev": 13.295,
  "orbital_gap_ev": 8.0
}


(2)
{
  "formula": "C2H6ClNO2",
  "method": "ωB97M-V/def2-TZVPD",
  "elements": ["O", "C", "C", "O", "N", "Cl", "H", "H", "H", "H", "H", "H"],
  "xyz": [[0.59, -1.61, -0.03], [-0.10, -0.81, -0.98], [-0.41, 0.62, -0.25], [-1.60, 0.48, 0.40], [0.71, 0.76, 0.70], [1.12, 2.38, 1.06], [1.48, -1.19, 0.13], [0.44, -0.72, -1.98], [-1.04, -1.45, -0.88], [-0.36, 1.46, -0.84], [-1.49, -0.19, 1.08], [0.65, 0.26, 1.58]],
  "nbo_charge": [-0.739, -0.102, 0.211, -0.697, -0.668, 0.093, 0.476, 0.180, 0.206, 0.184, 0.470, 0.385],
  "fmax_ev_per_a": 4.99,
  "homo_ev": -9.4718,
  "spin_multiplicity": 1,
  "smiles": "OC[C@@H](O)NCl",
  "lumo_ev": 0.7,
  "relative_energy_ev": 1.763,
  "orbital_gap_ev": 10.2
}


(3)
{
  "formula": "C28H49N7O4PV2",
  "method": "ωB97M-V/def2-TZVPD",
  "elements": ["V", "V", "P", "O", "O", "O", "O", "C", "C", "C", "C", "N", "H", "H", "H", "H", "H", "H", "H", "C", "C", "C", "C", "N", "H", "H", "H", "H", "H", "H", "H", "C", "C", "C", "C", "N", "H", "H", "H", "H", "H", "H", "H", "C", "C", "C", "C", "N", "H", "H", "H", "H", "H", "H", "H", "C", "C", "C", "C", "N", "H", "H", "H", "H", "H", "H", "H", "C", "C", "C", "C", "N", "H", "H", "H", "H", "H", "H", "H", "C", "C", "C", "C", "N", "H", "H", "H", "H", "H", "H", "H"],
  "xyz": [[2.75, -0.33, -2.99], [0.15, 0.95, 0.10], [1.18, 1.48, -2.02], [1.43, 0.02, -1.51], [1.59, 2.26, -0.72], [-0.36, 1.49, -1.86], [1.96, 1.45, -3.35], [3.47, 0.00, 4.10], [2.20, -0.65, 4.60], [1.08, 0.32, 4.73], [0.81, 0.98, 3.40], [0.57, 1.47, 2.38], [4.33, -0.66, 4.14], [3.70, 0.96, 4.57], [3.33, 0.30, 3.06], [2.37, -1.11, 5.57], [2.05, -1.37, 3.79], [1.14, 1.09, 5.51], [0.16, -0.16, 5.06], [-1.79, -3.67, 3.10], [-3.07, -3.21, 2.49], [-3.10, -2.78, 1.10], [-2.33, -1.56, 0.91], [-1.80, -0.52, 0.76], [-1.40, -4.61, 2.70], [-1.96, -3.74, 4.18], [-1.01, -2.93, 2.91], [-3.43, -2.34, 3.05], [-3.93, -3.81, 2.75], [-4.10, -2.38, 0.91], [-2.83, -3.67, 0.53], [5.14, 4.23, 2.01], [4.71, 2.76, 1.70], [4.42, 2.50, 0.20], [5.52, 2.40, -0.70], [6.46, 2.32, -1.40], [6.00, 4.22, 2.68], [4.38, 4.93, 2.34], [5.69, 4.70, 1.19], [3.79, 2.57, 2.26], [5.55, 2.19, 2.10], [3.85, 3.31, -0.25], [3.74, 1.66, 0.06], [1.56, -5.17, 1.02], [1.52, -4.65, -0.36], [2.23, -3.25, -0.44], [1.82, -2.09, 0.37], [1.46, -1.14, 1.03], [1.25, -6.21, 1.09], [1.07, -4.67, 1.86], [2.58, -5.31, 1.38], [0.53, -4.68, -0.81], [2.20, -5.18, -1.03], [2.07, -2.84, -1.44], [3.30, -3.41, -0.29], [0.89, 5.68, 0.90], [-0.25, 5.94, -0.05], [-0.90, 4.78, -0.84], [-1.08, 3.59, -0.02], [-1.28, 2.66, 0.67], [1.60, 4.99, 0.44], [0.63, 5.21, 1.85], [1.51, 6.56, 1.08], [-0.06, 6.75, -0.75], [-1.08, 6.34, 0.54], [-0.27, 4.49, -1.67], [-1.82, 5.14, -1.30], [-3.60, 3.31, -3.32], [-4.31, 2.02, -3.00], [-3.60, 1.37, -1.84], [-4.28, 0.11, -1.48], [-4.77, -0.88, -1.31], [-3.72, 4.02, -2.50], [-4.01, 3.74, -4.23], [-2.53, 3.22, -3.17], [-4.08, 1.31, -3.79], [-5.39, 2.22, -2.98], [-3.48, 2.06, -1.01], [-2.67, 0.98, -2.25], [-2.48, -4.92, -5.07], [-3.67, -4.38, -4.25], [-3.39, -3.03, -3.48], [-2.30, -3.04, -2.55], [-1.41, -3.07, -1.77], [-1.53, -4.78, -4.55], [-2.23, -4.40, -5.99], [-2.62, -5.97, -5.35], [-3.98, -5.13, -3.53], [-4.47, -4.32, -4.99], [-4.18, -2.80, -2.77], [-3.15, -2.24, -4.20]],
  "lowdin_charge": [1.198, 0.697, 0.080, -0.484, -0.392, -0.384, -0.376, -0.118, -0.269, -0.160, -0.127, 0.144, 0.084, 0.082, 0.047, 0.120, 0.097, 0.130, 0.120, -0.088, -0.314, -0.204, -0.167, 0.177, 0.073, 0.084, 0.065, 0.119, 0.125, 0.120, 0.123, -0.095, -0.207, -0.214, -0.241, 0.130, 0.066, 0.067, 0.069, 0.086, 0.106, 0.110, 0.088, -0.120, -0.229, -0.169, -0.140, 0.155, 0.082, 0.068, 0.081, 0.086, 0.113, 0.087, 0.125, -0.098, -0.241, -0.148, -0.159, 0.134, 0.061, 0.078, 0.078, 0.114, 0.109, 0.121, 0.118, -0.109, -0.264, -0.193, -0.214, 0.170, 0.065, 0.086, 0.067, 0.113, 0.123, 0.114, 0.102, -0.113, -0.210, -0.175, -0.224, 0.166, 0.057, 0.069, 0.074, 0.105, 0.105, 0.089, 0.127],
  "fmax_ev_per_a": 6.71,
  "homo_ev": [-9.9055, -11.8709],
  "spin_multiplicity": 7,
  "charge": 1,
  "lumo_ev": [-4.5, -4.6],
  "orbital_gap_ev": [5.4, 7.3]
}


(4)
{
  "formula": "C8H7NO2",
  "method": "ωB97M-V/def2-TZVPD",
  "elements": ["C", "C", "C", "C", "C", "C", "C", "O", "N", "C", "O", "H", "H", "H", "H", "H", "H", "H"],
  "xyz": [[1.29, 1.67, 0.13], [0.52, 0.59, -0.16], [-0.65, 0.72, -0.91], [-1.61, -0.22, -0.91], [-1.40, -1.46, -0.25], [-0.21, -1.75, 0.35], [0.87, -0.71, 0.47], [2.04, -1.33, -0.04], [3.07, -0.40, -0.03], [4.27, -0.25, -0.07], [5.33, 0.24, 0.09], [1.27, 2.69, -0.24], [2.03, 1.40, 0.88], [-0.76, 1.66, -1.44], [-2.55, -0.21, -1.31], [-2.16, -2.13, -0.21], [0.18, -2.53, 0.85], [1.14, -0.49, 1.59]],
  "nbo_charge": [-0.288, -0.109, -0.157, -0.231, -0.181, -0.180, 0.031, -0.311, -0.293, 0.807, -0.522, 0.213, 0.199, 0.213, 0.210, 0.205, 0.207, 0.186],
  "fmax_ev_per_a": 5.29,
  "homo_ev": -8.2846,
  "spin_multiplicity": 1,
  "smiles": "C=C1C=CC=C[C@H]1ON=C=O",
  "lumo_ev": -0.3,
  "relative_energy_ev": 5.633,
  "orbital_gap_ev": 7.9
}


| no. | E (Eh) |
| --- | --- |
| 1 | -611.09405 |
| 2 | -745.14964 |
| 3 | -4009.71097 |
| 4 | -514.09454 |